1.
C20H28NO2ReS | ωB97M-V with the def2-TZVPD basis set

Last column: Löwdin spin population.
Cartesian coordinates (Å):
Re: 0.98 -0.58 -1.32  1.8975
S: 2.77 -1.28 3.66  -0.0003
O: -2.13 1.27 -5.30  0.0008
O: 1.11 -1.55 -3.54  0.1246
N: 0.49 -1.88 2.19  0.0051
C: 1.79 -2.87 -3.66  0.0213
C: -0.30 -2.40 -0.19  0.1848
C: 2.74 0.01 -0.26  0.0937
C: 1.19 -0.94 -4.92  0.0144
C: -1.88 2.90 -3.85  0.0005
C: -2.84 2.52 -5.04  0.0001
C: -0.95 -1.73 -1.24  0.1177
C: -4.28 2.28 -4.60  0.0000
C: 3.10 -0.22 -1.62  0.1226
C: -2.70 3.42 -6.24  0.0001
C: 2.04 -3.21 -5.14  0.0047
C: -1.10 -0.31 -0.85  0.0575
C: -0.38 -0.18 0.39  0.0224
C: 2.30 0.66 -2.44  0.1161
C: 1.49 -1.55 2.77  0.0007
C: 1.49 -2.02 -5.94  0.0045
C: 1.49 1.46 -1.56  0.0180
C: 1.78 1.05 -0.22  0.0244
C: -1.21 1.58 -4.19  0.0035
C: -0.40 -1.56 1.04  0.0586
H: 0.80 2.25 -1.89  0.0021
H: 3.85 -0.92 -2.01  0.0143
H: 2.05 -0.26 -4.94  0.0005
H: 3.15 -0.49 0.62  0.0133
H: -2.39 2.95 -2.89  0.0001
H: -1.74 3.22 -6.75  0.0000
H: -2.72 4.48 -5.97  0.0000
H: 0.24 -0.44 -5.14  0.0008
H: -1.22 0.77 -3.45  0.0037
H: -0.36 0.72 1.01  -0.0003
H: -0.07 -3.46 -0.11  0.0129
H: -1.69 0.42 -1.38  0.0048
H: 1.39 1.51 0.68  0.0022
H: -1.19 3.73 -3.99  0.0000
H: -4.39 1.61 -3.74  0.0000
H: -4.86 1.85 -5.41  0.0000
H: -0.17 1.69 -4.53  0.0001
H: 1.16 -3.63 -3.18  0.0024
H: -1.38 -2.17 -2.15  0.0120
H: 3.12 -3.34 -5.32  0.0003
H: 2.21 -1.68 -6.70  0.0009
H: -4.76 3.23 -4.33  0.0000
H: 0.58 -2.29 -6.50  0.0002
H: -1.40 -1.65 1.48  0.0181
H: 1.55 -4.17 -5.40  0.0004
H: 2.76 -2.79 -3.13  0.0037
H: 2.37 0.79 -3.53  0.0141
H: -3.49 3.23 -6.96  0.0000

Summary:
Multiplicity: 4
HOMO-LUMO gap (alpha / beta), eV: 7.224 / 6.538
Strongest force on any atom, eV/A: 5.39
Relative energy (zero: lowest compared OMol25 entry of this formula, charge and spin), kJ/mol: 125.4
Charge: +1
⟨S²⟩: 3.769

2.
C5H6N3O | ωB97M-V with the def2-TZVPD basis set

Last column: natural (NBO) charge in e.
Cartesian coordinates (Å):
O: -0.84 -0.88 -0.04  -0.5616
N: -1.53 1.97 -0.01  -0.5581
N: -3.77 1.27 -0.09  -0.5303
N: 0.80 1.66 -0.14  -0.2641
C: -0.49 -2.01 -0.07  0.7128
C: -2.64 1.50 -0.01  0.7913
C: -0.33 1.83 0.07  0.7785
C: 0.10 -3.15 0.02  -0.7198
C: 2.13 2.10 -0.15  -0.4458
H: -4.39 0.57 0.28  0.4674
H: 0.54 -3.60 -0.80  0.2737
H: 2.39 2.49 0.81  0.2419
H: 0.01 -3.72 1.08  0.2996
H: 2.61 1.17 -0.24  0.2500
H: 2.26 3.04 -0.82  0.2646

Summary:
HOMO-LUMO gap, eV: 8.708
Strongest force on any atom, eV/A: 4.54
Relative energy (zero: lowest compared OMol25 entry of this formula, charge and spin), kJ/mol: 254.6
Charge: +1

3.
C42H38As2F6N5O6S2W | ωB97M-V with the def2-TZVPD basis set

Last column: Mulliken charge in e.
Cartesian coordinates (Å):
W: -0.89 -0.48 -0.88  0.7091
As: 1.48 -0.07 0.87  1.3347
As: -1.07 1.58 1.03  1.5720
S: -1.89 -2.36 -2.80  1.4164
S: -2.62 0.86 -2.57  0.2777
F: -4.73 2.01 -1.39  -0.2020
F: -4.37 -1.51 -3.09  -0.1321
F: -3.22 3.45 -2.01  -0.1291
F: -4.44 2.44 -3.49  -0.1829
F: -3.39 -2.20 -4.90  -0.1739
F: -4.07 -3.64 -3.42  -0.1718
O: -1.24 1.36 -1.97  -0.6210
O: -1.83 -1.21 0.82  1.8684
O: -1.19 -3.47 -3.34  -0.5735
O: -2.54 -3.18 1.45  -0.3517
O: -2.16 -2.36 -1.31  -0.6330
O: -2.93 0.09 -1.20  -0.5362
N: -1.26 -0.94 -2.92  -0.7837
N: 0.37 -2.32 -0.79  1.1364
N: 0.99 -0.15 -2.11  1.0345
N: -4.11 -1.62 1.07  -0.1064
N: -4.58 -0.32 0.87  -0.4672
C: -0.90 3.95 -0.44  -1.5833
C: -0.44 0.57 2.64  -1.5273
C: 1.43 -4.81 -1.45  -1.3797
C: 2.48 -1.35 -3.59  1.5492
C: 0.45 -0.65 2.42  -1.4261
C: 0.07 -3.40 -0.07  -0.1242
C: 1.23 -2.47 -1.83  -0.3878
C: 4.92 -1.76 -0.79  -1.0235
C: -3.44 2.14 2.60  -0.1379
C: -4.20 2.88 3.51  -0.7238
C: 2.98 -2.53 1.05  -0.2147
C: 1.31 3.07 -0.29  -1.3718
C: 3.87 -0.91 -0.50  0.1508
C: 4.45 1.21 3.51  -1.0689
C: 0.89 5.05 -1.61  -1.0515
C: 2.91 3.04 3.53  -1.3300
C: 2.81 -0.13 -4.22  -1.4344
C: -0.03 2.98 0.08  2.6906
C: -0.45 4.96 -1.28  -0.9157
C: -3.54 -4.11 1.93  -1.0271
C: 2.70 -3.74 -3.32  -1.1563
C: 3.68 0.57 2.55  -1.1210
C: 5.00 -3.00 -0.17  -0.7033
C: 1.31 0.99 -2.72  -0.3745
C: 3.03 -2.61 -3.98  -0.9939
C: -2.67 4.71 3.28  -0.8828
C: 4.08 2.45 4.00  -0.8660
C: -3.84 2.32 -2.32  0.8117
C: -1.91 3.99 2.38  -0.5634
C: -3.82 4.17 3.84  -0.7846
C: 2.13 2.42 2.57  -0.3329
C: 2.89 -1.30 0.41  0.2163
C: 4.04 -3.38 0.76  -1.1534
C: 1.77 4.09 -1.11  -0.8434
C: -3.56 -2.44 -3.62  0.5705
C: -2.84 -1.97 1.07  -0.4858
C: -2.31 2.70 2.02  1.0272
C: 2.23 1.03 -3.77  -1.5344
C: 0.59 -4.66 -0.37  -1.4526
C: 1.57 -1.30 -2.53  -0.2306
C: 1.79 -3.69 -2.21  1.4088
C: 2.51 1.17 2.08  1.9311
H: 1.25 5.84 -2.25  0.4753
H: -1.16 5.69 -1.65  0.5473
H: -1.01 4.45 1.98  0.3520
H: 1.15 -0.80 3.25  1.1150
H: 3.11 -4.70 -3.60  0.5878
H: 1.25 2.93 2.25  0.6506
H: -1.94 3.95 -0.18  0.6285
H: -1.40 0.29 3.09  0.9579
H: -0.13 -1.55 2.27  0.3158
H: 5.69 -1.45 -1.49  0.5032
H: -0.61 -3.28 0.75  0.2529
H: -4.19 -4.41 1.11  0.4252
H: -5.08 2.44 3.95  0.4831
H: -2.99 -4.97 2.30  0.2803
H: 4.13 -4.33 1.28  0.5039
H: 1.82 -5.79 -1.72  0.6048
H: 5.83 -3.66 -0.39  0.4761
H: -2.35 5.71 3.55  0.4715
H: 2.60 4.01 3.91  0.5147
H: 4.02 -0.39 2.20  0.4969
H: 3.72 -2.64 -4.81  0.5124
H: 0.82 1.89 -2.40  0.5624
H: -5.43 -0.21 1.42  0.3479
H: -4.79 -0.18 -0.11  0.0366
H: -4.10 -3.66 2.75  0.3869
H: 0.01 1.31 3.30  0.9676
H: 2.82 4.15 -1.34  0.5866
H: 2.45 1.98 -4.22  0.6252
H: 5.35 0.73 3.86  0.5021
H: 0.30 -5.49 0.25  0.6146
H: -3.74 1.13 2.36  -0.0131
H: 2.05 2.37 0.05  0.1494
H: -4.41 4.75 4.53  0.4358
H: -4.79 -2.36 1.21  0.2623
H: 4.69 2.96 4.74  0.4450
H: 3.51 -0.13 -5.04  0.5705
H: 2.25 -2.83 1.80  0.4233
H: 3.83 0.07 -0.97  0.5077

Summary:
HOMO-LUMO gap (alpha / beta), eV: 6.147 / 6.145
Strongest force on any atom, eV/A: 3.01
Relative energy (zero: lowest compared OMol25 entry of this formula, charge and spin), kJ/mol: 354.0
Charge: +3

4.
C30H55ClP2RuSeSi2 | ωB97M-V with the def2-TZVPD basis set

Last column: Löwdin spin population.
Cartesian coordinates (Å):
Ru: -0.45 -0.07 -0.42  2.3701
Se: 1.86 -0.02 0.64  0.3383
Cl: -3.54 0.12 1.85  0.0219
P: -0.63 -2.49 0.18  0.0545
P: -0.62 2.40 -0.23  0.0532
Si: 1.71 -3.08 -1.83  0.0317
Si: 1.71 2.63 -2.31  0.0327
C: -0.47 4.44 1.74  0.0042
C: -1.18 3.14 1.38  0.0175
C: 2.18 -0.69 3.46  0.0092
C: 1.04 -1.42 -2.37  0.2640
C: -0.46 -4.15 2.48  0.0042
C: -1.75 3.29 -1.49  0.0016
C: -3.24 -3.14 -0.88  0.0012
C: 2.37 -0.43 4.81  0.0000
C: 2.55 0.89 5.25  0.0024
C: -1.07 2.16 2.53  0.0087
C: 1.82 -0.27 -2.59  0.1333
C: 1.15 3.76 -3.68  0.0081
C: 1.04 0.90 -2.56  0.2751
C: 1.01 3.14 -0.62  0.0130
C: -2.47 -0.08 -0.51  0.0558
C: 1.17 -4.42 -3.00  0.0082
C: -3.23 2.87 -1.41  0.0011
C: 3.57 2.58 -2.21  0.0015
C: 2.11 0.36 2.54  0.0280
C: 2.35 1.68 2.97  0.0094
C: -1.77 -3.58 -0.89  0.0017
C: -1.06 -1.77 2.85  0.0089
C: 2.54 1.94 4.33  0.0003
C: 3.57 -3.02 -1.72  0.0014
C: -1.66 4.81 -1.39  0.0008
C: -0.36 0.46 -2.50  0.0507
C: -0.36 -0.98 -2.38  0.0526
C: 0.99 -3.31 -0.08  0.0137
C: -1.18 -2.94 1.90  0.0174
C: -1.69 -5.07 -0.54  0.0009
H: 2.70 2.98 4.66  0.0000
H: -3.42 -2.22 -1.45  0.0008
H: -0.91 4.82 2.67  0.0013
H: 3.96 -4.02 -1.49  -0.0001
H: -2.74 0.89 -0.06  0.0174
H: -1.76 1.31 2.36  0.0044
H: 2.69 1.10 6.31  0.0002
H: -0.56 5.23 0.99  0.0000
H: -0.88 -4.34 3.48  0.0013
H: -3.60 2.90 -0.37  0.0001
H: -2.25 3.34 1.20  0.0003
H: 1.74 -4.32 -3.93  0.0001
H: 0.94 -4.39 0.14  -0.0007
H: 3.91 -2.32 -0.94  0.0018
H: 0.60 4.25 1.93  0.0002
H: 2.06 -1.71 3.10  0.0021
H: -1.40 2.64 3.46  0.0002
H: 1.69 -2.87 0.64  0.0063
H: 3.92 2.02 -1.33  0.0019
H: 1.32 4.81 -3.41  0.0009
H: 1.71 2.78 0.16  0.0054
H: 1.76 3.54 -4.57  0.0001
H: -0.59 -5.07 1.89  0.0000
H: -3.82 3.57 -2.01  0.0002
H: -1.35 2.97 -2.46  0.0000
H: -3.85 -3.93 -1.36  0.0002
H: -0.05 -1.34 2.87  0.0014
H: -3.02 -0.16 -1.45  0.0155
H: -0.69 -5.49 -0.60  0.0001
H: 0.10 -4.37 -3.25  0.0002
H: -3.61 -2.99 0.14  0.0002
H: 0.10 3.63 -3.95  0.0002
H: -3.41 1.87 -1.81  0.0008
H: -1.36 -2.08 3.86  0.0002
H: 2.39 2.49 2.23  0.0017
H: -1.37 -3.44 -1.91  0.0000
H: -2.73 -0.96 0.10  0.0190
H: 2.90 -0.29 -2.77  0.0043
H: 0.61 -3.95 2.60  0.0002
H: 3.96 3.61 -2.15  -0.0001
H: -2.11 -5.25 0.46  0.0001
H: 1.38 -5.41 -2.58  0.0009
H: 4.00 2.11 -3.11  0.0001
H: -2.27 5.23 -2.21  0.0002
H: -2.26 -3.16 1.76  0.0003
H: 0.98 4.24 -0.55  -0.0007
H: -1.22 1.04 -2.82  0.0042
H: -2.32 -5.61 -1.26  0.0002
H: 2.40 -1.25 5.53  -0.0001
H: -2.08 5.18 -0.45  0.0001
H: -1.76 -0.97 2.55  0.0043
H: -0.65 5.21 -1.52  0.0000
H: -0.05 1.76 2.65  0.0010
H: 4.00 -2.69 -2.68  0.0001
H: -1.22 -1.59 -2.59  0.0041

Summary:
Multiplicity: 5
HOMO-LUMO gap (alpha / beta), eV: 7.080 / 5.027
Strongest force on any atom, eV/A: 2.57
Relative energy (zero: lowest compared OMol25 entry of this formula, charge and spin), kJ/mol: 0.0
Charge: 0
⟨S²⟩: 6.043

5.
C4H6Cl2Si | ωB97M-V with the def2-TZVPD basis set

Last column: natural (NBO) charge in e.
Cartesian coordinates (Å):
Cl: 2.95 -1.58 -0.44  -0.3443
Cl: 2.90 1.77 -0.20  -0.3486
Si: 2.21 0.03 0.53  1.2909
C: -1.87 -0.04 -0.09  -0.4909
C: -0.97 -0.38 -1.34  -0.2870
C: 0.40 -0.07 0.44  -0.5130
C: -0.79 0.29 0.93  -0.1835
H: -0.85 -1.38 -1.66  0.2004
H: -0.59 0.47 -1.98  0.2184
H: 2.56 0.02 1.93  -0.1885
H: -0.88 0.76 2.03  0.1978
H: -2.38 0.83 -0.48  0.2183
H: -2.68 -0.73 0.34  0.2298

Summary:
HOMO-LUMO gap (alpha / beta), eV: 8.326 / 8.388
Strongest force on any atom, eV/A: 4.61
Relative energy (zero: lowest compared OMol25 entry of this formula, charge and spin), kJ/mol: 435.9
Charge: 0

6.
H14O7 | ωB97M-V with the def2-TZVPD basis set

Last column: natural (NBO) charge in e.
Cartesian coordinates (Å):
O: -4.91 -8.41 -3.64  -1.0055
O: -2.59 -11.68 -2.59  -0.9472
O: -2.56 -9.10 -0.15  -0.9639
O: -2.34 -10.82 -4.45  -0.8832
O: -3.85 -6.12 -0.83  -0.9311
O: -1.21 -9.71 -1.75  -0.8986
O: -3.25 -9.24 -2.47  -0.9387
H: -3.18 -9.80 0.07  0.4829
H: -3.79 -5.89 0.10  0.4632
H: -1.75 -11.68 -2.14  0.4090
H: -5.67 -8.98 -3.49  0.4427
H: -0.59 -9.03 -1.48  0.5186
H: -0.69 -10.31 -2.29  0.5136
H: -3.30 -8.81 -1.62  0.4784
H: -4.18 -8.87 -3.23  0.4528
H: -2.48 -11.09 -3.33  0.4299
H: -2.33 -9.51 -2.55  0.4613
H: -2.17 -9.37 -0.98  0.4475
H: -2.11 -9.89 -4.47  0.4874
H: -3.58 -7.04 -0.86  0.4656
H: -2.20 -11.12 -5.35  0.5154

Summary:
HOMO-LUMO gap, eV: 8.925
Strongest force on any atom, eV/A: 7.07
Relative energy (zero: lowest compared OMol25 entry of this formula, charge and spin), kJ/mol: 711.7
Charge: 0

- Which formula does entry 6 have?
  H14O7

- Among the records above, which one has the highest relative energy (zero: lowest compared OMol25 entry of this formula, charge and spin)?
  H14O7

- charge of number 1 (C20H28NO2ReS)?
  +1

- Which value of strongest force on any atom does entry 6 give?
  7.07 eV/A